Here is C39H67AlB2Br2ClF4MgN3O15PS as an isolated structure at a distorted geometry from the Open Molecules 2025 dataset. Energies are from ωB97M-V/def2-TZVPD.

## Properties
- Charge: -1
- LUMO level: -3.252 eV
- Orbital gap: 1.0 eV
- E_HOMO: -4.2 eV

The geometry in XYZ format:
```
137
Properties=species:S:1:pos:R:3:forces:R:3:lowdin_charge:R:1
C 0.9683 4.4207 -1.3355 0.47 -0.19 -0.23 -0.2138
C 2.1702 4.0413 -0.3904 -1.53 0.04 -0.60 -0.2285
C 1.6836 2.9102 0.5994 0.95 1.32 -0.27 -0.1543
C 2.3169 1.5259 0.2790 0.36 1.07 0.53 -0.1753
O 1.3905 0.4440 0.3278 -0.70 -0.78 -0.03 -0.1102
C 0.7385 0.2600 -0.9311 3.36 0.98 0.55 -0.1981
C 1.7280 -0.6093 -1.7770 -1.24 0.13 -1.06 -0.1010
N 1.5198 -2.0450 -1.5379 -0.40 0.43 -1.52 -0.2479
P 1.8537 -3.1527 -2.7833 0.31 -2.34 0.53 0.8544
N 3.0947 -2.3534 -3.7208 -1.00 -0.49 -0.17 -0.1458
O 0.6151 -3.2804 -3.9183 0.53 1.21 0.41 -0.2921
C 0.8011 -2.4456 -0.3383 1.07 0.58 1.03 -0.2757
C 0.7653 -3.9825 -0.1244 0.04 -0.82 0.74 -0.1911
C 2.1803 -4.5944 0.2403 -0.66 1.35 0.63 -0.2002
C 2.1145 -5.5934 1.4465 1.08 -0.25 -1.42 -0.1762
C 2.0582 -7.0678 0.8948 -0.15 0.13 1.04 -0.1508
C 3.3993 -7.8076 1.1283 -0.90 -0.36 0.25 -0.1918
O 4.3487 -7.5313 0.0700 1.23 -0.16 1.36 -0.0883
C 5.6446 -7.8568 0.5609 0.57 0.99 0.24 -0.4677
C 6.3566 -6.6709 1.2642 -0.56 -0.54 -0.12 0.0211
O 6.1695 -8.9303 0.4496 -0.81 0.67 -0.07 0.1251
C -0.6054 -1.6925 -0.0625 0.67 -2.63 1.41 -0.2458
C -0.6299 -1.5558 1.4951 -0.32 0.02 1.37 -0.1527
C -1.9969 -1.6380 2.2335 -0.54 0.07 -0.27 -0.0992
C -1.7111 -2.7189 -0.4605 -0.74 0.78 -0.68 -0.0656
C -3.1854 -2.2557 -0.5846 -0.34 0.24 -0.94 -0.3732
O -3.9231 -2.8168 -1.3606 0.83 0.09 -0.15 -0.0191
N -0.6376 -0.3689 -0.8167 0.32 0.75 -0.30 0.0827
C -1.0746 -0.5596 -2.2455 -0.87 -1.27 -2.17 -0.1590
O -0.7646 0.5337 -3.0725 -0.17 -0.05 0.70 -0.1345
C -1.4871 0.3738 -4.3189 0.19 -0.47 -0.92 -0.2084
C -0.6423 0.8885 -5.5175 -0.73 -0.12 0.05 -0.0514
B -1.5192 0.7147 -0.1797 -2.27 1.95 1.53 -0.4501
O -1.1721 1.3900 0.9673 1.15 -0.79 -1.37 0.1776
C -2.9316 1.2478 -0.7467 -0.43 0.22 -1.08 -0.1059
C -2.7408 2.5296 -1.6947 0.89 -0.48 0.87 -0.0510
H 0.3634 3.5300 -1.6361 0.44 0.31 0.19 0.0375
H 1.3386 4.8732 -2.2837 -0.29 -0.16 0.62 0.0685
H 0.2664 5.2142 -0.8555 1.07 -1.51 -0.62 -0.1938
H 2.4249 4.9721 0.1558 0.14 -0.63 -0.27 0.1021
H 3.0139 3.7221 -1.0354 -0.15 0.10 0.63 0.0919
H 0.5835 2.9370 0.5440 0.61 -0.39 0.19 0.0861
H 1.9886 3.2624 1.6069 -0.41 -0.65 -0.34 0.1139
H 3.0954 1.3210 1.0425 -0.54 -0.17 -0.43 0.1350
H 2.8679 1.6132 -0.6871 -0.58 -0.40 0.37 0.1175
H 0.6763 1.3103 -1.3028 -0.68 -1.00 -0.53 0.1598
H 1.5304 -0.4029 -2.8537 0.20 -0.09 0.69 0.1214
H 2.7874 -0.3494 -1.6067 -0.67 0.26 0.31 0.1273
H 3.9574 -2.8542 -3.4943 -0.22 0.28 0.15 0.0274
H 2.9006 -2.6569 -4.6833 -0.02 0.50 0.12 0.0428
H 0.0364 -4.0198 -3.6814 0.29 0.14 -0.11 0.0454
H 1.4576 -2.0916 0.4985 -0.60 -0.09 -0.47 0.1401
H 0.2594 -4.5557 -0.9289 0.42 0.46 0.28 0.1008
H 0.1636 -4.2013 0.7877 0.17 0.48 -0.65 0.1019
H 2.7818 -3.7212 0.5887 -0.16 -0.54 -0.44 0.1092
H 2.6595 -5.0098 -0.6630 -0.12 0.04 0.60 0.0745
H 1.3076 -5.3501 2.1643 0.31 -0.16 -0.52 0.1090
H 3.0835 -5.4834 1.9874 -0.70 -0.07 -0.14 0.0995
H 1.7479 -7.0743 -0.1715 0.27 -0.16 0.65 0.1172
H 1.2897 -7.6069 1.4923 0.45 0.05 -0.55 0.1160
H 3.2614 -8.9085 1.2046 0.02 0.57 -0.26 0.1317
H 3.7869 -7.4711 2.1196 -0.04 -0.18 -0.66 0.1184
H 5.7793 -6.4447 2.1873 0.41 0.05 -0.57 0.0821
H 6.3729 -5.7758 0.6156 -0.08 -0.48 0.34 0.0917
H 7.3751 -6.9931 1.5384 -0.52 0.22 -0.17 0.0866
H -0.0508 -2.4180 1.9018 -0.25 0.51 -0.57 0.1205
H -0.1024 -0.6740 1.9073 -0.14 -0.30 -0.78 0.1209
H -2.5388 -2.5998 2.0938 0.39 0.58 -0.01 0.0702
H -1.8618 -1.5212 3.3269 0.10 0.07 -0.66 0.0735
H -2.7140 -0.8477 1.9261 0.42 -0.36 0.28 0.0374
H -1.7850 -3.5080 0.3164 0.47 0.45 -0.58 0.1368
H -1.4388 -3.1552 -1.4468 -0.41 -0.02 0.70 0.1246
H -3.6190 -1.3919 -0.0245 0.70 -0.47 0.13 0.0297
H -0.6221 -1.4730 -2.6999 0.10 0.53 0.80 0.1365
H -2.1622 -0.7391 -2.3614 0.40 0.07 1.01 0.1361
H -1.6970 -0.7085 -4.4974 0.25 0.60 0.18 0.1270
H -2.4765 0.8752 -4.2476 0.56 -0.10 0.14 0.1065
H -0.5018 0.0468 -6.2273 0.06 0.26 0.29 0.0445
H -1.2340 1.6721 -6.0335 0.65 -0.22 0.24 0.0723
H 0.3418 1.2704 -5.1909 -0.58 -0.06 -0.09 0.0802
H -1.4166 2.3252 0.8840 -0.38 -0.29 0.48 0.1327
H -3.5408 0.4537 -1.2260 0.29 0.53 0.05 0.0875
H -3.5697 1.6227 0.0841 0.78 -0.63 -0.15 0.0699
H -3.3083 3.3951 -1.2994 0.10 -0.52 -0.48 0.0779
H -1.6716 2.8241 -1.5944 -0.73 0.12 -0.52 0.0590
H -2.9524 2.3162 -2.7537 0.07 0.24 0.53 0.0599
Cl -0.4388 6.8560 -0.6298 -0.79 1.26 0.38 -0.2638
B -6.5543 0.3992 0.6980 -0.29 -4.46 1.34 -1.3550
F -7.1884 -0.7872 0.9743 -2.93 5.30 -0.76 -0.1329
F -6.5850 0.6203 -0.7508 0.07 0.72 -0.38 -0.0860
F -7.2425 1.4957 1.3653 -0.23 0.39 -0.77 0.0562
F -5.2191 0.3698 1.1389 -1.17 2.20 -0.44 0.0080
C 4.1705 -12.4264 -1.8275 0.01 0.03 0.02 -0.1015
C 2.9560 -12.3142 -2.4918 -0.01 -0.03 0.00 -0.1071
C 2.3750 -11.0658 -2.6691 -0.02 0.04 0.00 -0.1005
C 3.0144 -9.9285 -2.1909 0.02 -0.06 0.01 -0.0819
C 4.2326 -10.0377 -1.5310 -0.19 -0.44 -0.31 -0.0884
C 4.8064 -11.2892 -1.3448 -0.05 -0.08 -0.06 -0.0821
H 4.6219 -13.4013 -1.6852 -0.02 0.02 -0.01 0.0961
H 2.4611 -13.2008 -2.8702 0.01 0.02 0.01 0.0961
H 1.4239 -10.9784 -3.1807 0.03 -0.01 0.00 0.0983
H 2.5621 -8.9535 -2.3332 0.03 -0.01 0.00 0.1003
H 4.7263 -9.1679 -1.1554 -0.05 -0.04 -0.20 0.0570
H 5.7517 -11.3766 -0.8233 -0.02 0.06 0.00 0.0977
O 1.5154 9.6454 2.8993 0.01 -0.06 -0.23 -0.2726
S 0.4856 10.6070 2.6532 -0.16 0.40 0.41 0.5669
O -0.6325 10.3104 1.8184 0.07 -0.18 -0.08 -0.2738
O 1.1609 11.9721 2.1540 -0.07 -0.02 0.31 -0.2692
C 2.0150 11.9143 1.0015 0.30 -0.07 -0.76 -0.2637
C 1.2276 11.7559 -0.2862 -0.26 -0.24 0.04 -0.0743
C -0.1229 11.2038 4.1991 0.08 0.14 0.04 -0.1201
H 2.7509 11.1149 1.1142 -0.13 -0.06 0.15 0.1150
H 2.5638 12.8564 0.9748 -0.13 0.03 0.32 0.1162
H 0.7202 10.7912 -0.3219 0.05 0.01 -0.02 0.0725
H 1.8893 11.8197 -1.1511 0.06 0.06 0.07 0.0789
H 0.4603 12.5280 -0.3635 0.09 0.04 -0.01 0.0822
H 0.7188 11.4638 4.8364 -0.01 -0.01 -0.04 0.0715
H -0.7064 10.4035 4.6513 0.02 -0.06 -0.08 0.0665
H -0.7577 12.0680 4.0171 0.02 -0.04 -0.03 0.0730
Al -7.3919 0.9840 -2.4354 0.06 -0.26 0.01 0.9738
O -0.5037 -2.1593 -7.0816 -0.12 0.31 0.13 -0.4800
H 0.0039 -2.5026 -6.3393 0.06 -0.11 0.09 -0.1871
Br -5.7171 -2.3940 1.0946 2.82 -4.04 0.60 0.2414
Mg -5.7589 2.3753 2.0547 2.30 -0.48 2.75 1.0443
Br -4.0869 0.6812 4.3660 -0.90 1.17 -1.16 -0.3051
C -3.3845 6.9543 4.8242 0.44 -0.72 -0.74 0.1864
C -3.6954 8.0097 5.7143 -0.89 0.88 0.84 -0.3503
C -5.1684 8.0749 6.1102 -0.79 -0.47 -0.10 -0.3444
O -5.6119 8.8655 6.9182 0.46 0.19 0.00 0.1082
C -6.0886 7.1362 5.4716 -0.22 0.56 0.38 0.1453
C -5.7763 6.0993 4.5782 0.63 -0.72 -0.74 -0.3742
C -4.2961 5.9687 4.2689 0.36 0.45 0.43 -0.3454
O -3.8543 5.0782 3.5718 -0.25 -0.55 -0.55 0.0768
O -6.5603 5.3098 4.0427 -0.09 0.18 0.13 0.0367
O -2.9202 8.8313 6.1749 0.25 -0.33 -0.34 0.1201
H -2.3577 6.8261 4.4975 0.05 0.09 0.07 0.1424
H -7.1247 7.2911 5.7517 -0.02 -0.10 -0.03 0.1307
```
Forces are in eV/Å.